a) 20
Properties=species:S:1:pos:R:3:nbo_charge:R:1 method="wB97M-V/def2-TZVPD" homo_energy_ev=-8.91 smiles=CNCC[C@@H](C)O lumo_energy_ev=1.03 spin_multiplicity=1
O -0.01 -2.86 -0.64 -0.785
N -1.05 1.38 0.31 -0.637
C 1.20 -0.88 -1.37 -0.686
C -0.17 0.45 0.98 -0.213
C -0.23 -1.40 -0.63 0.159
C -0.29 -1.02 0.78 -0.452
C -0.41 2.70 0.66 -0.415
H -1.24 -1.36 1.18 0.199
H 0.47 -1.59 1.30 0.236
H 1.21 0.20 -1.56 0.212
H 0.36 2.83 -0.22 0.194
H -2.05 1.19 0.58 0.362
H 2.22 -1.27 -1.30 0.230
H 0.88 0.57 0.69 0.187
H 0.06 2.85 1.60 0.183
H -0.14 0.78 2.08 0.157
H 0.60 -3.30 -1.38 0.479
H 0.92 -1.34 -2.37 0.202
H -1.21 3.38 0.49 0.200
H -1.11 -1.34 -1.18 0.189

b) 20
Properties=species:S:1:pos:R:3:nbo_charge:R:1 method="wB97M-V/def2-TZVPD" homo_energy_ev=-8.18 smiles="C/C=C(/C)NC.O" lumo_energy_ev=0.88 spin_multiplicity=1
O 1.38 0.54 -2.31 -0.959
N 0.44 0.70 0.43 -0.660
C -0.52 -0.32 0.16 0.209
C 0.91 -1.99 1.46 -0.654
C 0.14 2.09 0.12 -0.430
C -0.37 -1.52 0.79 -0.305
C -1.73 0.08 -0.71 -0.657
H 0.12 2.48 -0.89 0.226
H 0.87 2.75 0.72 0.208
H 0.69 0.06 -2.77 0.463
H 1.37 0.28 -1.38 0.488
H 0.70 -2.07 2.51 0.213
H -2.55 -0.61 -0.54 0.234
H -0.82 2.45 0.55 0.169
H -0.84 -2.34 0.19 0.202
H -1.99 1.11 -0.47 0.222
H 0.73 0.65 1.40 0.388
H -1.51 0.01 -1.78 0.215
H 1.76 -1.34 1.32 0.208
H 1.23 -3.02 1.20 0.221

c) 20
Properties=species:S:1:pos:R:3:nbo_charge:R:1 method="wB97M-V/def2-TZVPD" homo_energy_ev=-9.37 smiles=CCNC[C@@H](C)O lumo_energy_ev=1.04 spin_multiplicity=1
O 0.89 1.03 1.55 -0.728
N -0.74 0.58 -0.59 -0.644
C 0.78 -1.25 2.37 -0.627
C -1.08 0.34 -2.01 -0.210
C -0.20 -0.58 0.15 -0.247
C 0.20 0.18 -2.86 -0.623
C 0.09 -0.15 1.58 0.096
H 0.17 -2.15 2.43 0.210
H -1.58 0.89 -0.17 0.355
H -0.07 -0.05 -3.94 0.211
H -1.59 1.21 -2.32 0.196
H -0.91 0.08 1.96 0.143
H 1.77 -1.47 1.95 0.214
H 0.98 -0.91 3.39 0.222
H 0.89 1.01 -2.79 0.216
H 0.75 -0.88 -0.30 0.192
H -1.74 -0.55 -2.11 0.164
H 0.79 -0.69 -2.58 0.204
H 0.70 1.39 0.68 0.484
H -0.86 -1.43 0.14 0.172

It is c) that is most stable; the runner-up trails by 0.999 eV.

a) 50
Properties=species:S:1:pos:R:3:nbo_charge:R:1 method="wB97M-V/def2-TZVPD" homo_energy_ev=-8.79 smiles="Cc1ccccc1C(=O)Nc1ccnn1C1CCN(C(=O)c2ccoc2)CC1" lumo_energy_ev=0.75 spin_multiplicity=1
O 1.92 -2.03 3.26 -0.388
O 2.69 0.43 -0.12 -0.638
O -1.14 -0.38 0.83 -0.606
N 2.10 -1.42 -1.27 -0.430
N -1.76 1.09 -0.79 -0.632
N -1.83 -0.77 -2.42 -0.155
N -2.74 -1.37 -3.19 -0.262
C 0.72 2.98 -0.26 -0.663
C 2.35 -1.53 1.14 -0.244
C 2.38 -0.75 -0.12 0.679
C -0.58 4.00 3.14 -0.189
C -1.27 0.77 0.45 0.695
C 0.53 -0.10 -2.55 -0.423
C 1.96 -0.63 -2.48 -0.221
C 2.72 -2.99 2.76 0.088
C -3.75 0.23 -2.00 -0.343
C -0.19 -2.24 -1.36 -0.442
C -0.47 -1.26 -2.51 -0.040
C -0.09 2.97 1.00 0.029
C -2.41 0.21 -1.67 0.286
C -3.90 -0.79 -2.95 -0.051
C 0.09 3.99 1.93 -0.205
C 1.70 -1.15 2.28 0.161
C -1.43 2.96 3.46 -0.226
C -0.97 1.94 1.32 -0.178
C 1.29 -2.62 -1.31 -0.217
C -1.62 1.93 2.55 -0.160
C 3.02 -2.74 1.46 -0.300
H -0.42 4.81 3.83 0.215
H -4.50 0.88 -1.61 0.225
H -2.27 1.10 2.79 0.225
H 1.27 3.92 -0.35 0.218
H 3.01 -3.78 3.43 0.205
H -2.01 2.06 -0.92 0.413
H 0.38 0.55 -1.69 0.222
H -4.78 -1.10 -3.46 0.209
H 2.19 -1.26 -3.34 0.194
H 0.78 4.80 1.69 0.211
H -0.44 -1.80 -3.46 0.225
H 1.49 -3.23 -0.43 0.229
H 0.38 0.49 -3.46 0.218
H 2.67 0.20 -2.43 0.243
H -1.95 2.95 4.41 0.217
H 1.45 2.17 -0.24 0.273
H 3.66 -3.31 0.82 0.232
H 1.58 -3.19 -2.21 0.193
H -0.80 -3.13 -1.49 0.219
H 0.10 2.86 -1.15 0.208
H 1.06 -0.32 2.48 0.220
H -0.46 -1.77 -0.41 0.258

b) 50
Properties=species:S:1:pos:R:3:nbo_charge:R:1 method="wB97M-V/def2-TZVPD" homo_energy_ev=-8.19 smiles="Cc1nn([C@@H](C)C(=O)NCCCc2ccccc2)c(=O)c2cc3occc3n12" lumo_energy_ev=0.51 spin_multiplicity=1
O 0.66 1.35 -5.20 -0.390
O 1.20 -0.74 -0.01 -0.642
O -0.87 1.38 3.40 -0.630
N 0.75 2.72 0.37 -0.254
N 0.97 1.42 0.63 -0.231
N -0.76 -0.47 2.10 -0.634
N 0.69 2.28 -1.89 -0.324
C 1.11 1.06 2.04 -0.136
C 0.15 -3.89 1.13 -0.251
C -0.28 0.68 2.60 0.669
C 1.73 2.18 2.84 -0.609
C 0.37 4.59 -1.09 -0.650
C -1.15 -3.46 0.94 0.063
C -0.61 -2.98 -1.36 -0.191
C -1.52 -3.00 -0.32 -0.260
C -1.93 -2.40 3.11 -0.396
C 0.95 0.23 -2.88 -0.259
C 1.07 -3.87 0.10 -0.189
C 1.04 0.43 -0.32 0.624
C -2.15 -3.51 2.06 -0.437
C -2.04 -0.99 2.52 -0.235
C 0.91 0.91 -1.68 0.034
C 0.59 2.46 -3.24 0.056
C 0.61 3.14 -0.82 0.398
C 0.39 3.41 -4.28 -0.323
C 0.69 -3.42 -1.16 -0.205
C 0.75 1.22 -3.86 0.230
C 0.45 2.67 -5.42 0.117
H 1.40 -3.41 -1.97 0.208
H -0.91 -2.62 -2.33 0.208
H 0.45 -4.25 2.11 0.208
H -2.53 -2.66 -0.49 0.207
H 1.74 0.16 2.05 0.241
H 1.04 3.02 2.88 0.241
H 1.17 4.99 -1.70 0.225
H 0.35 2.97 -6.45 0.209
H -2.68 -2.52 3.89 0.211
H -0.95 -2.51 3.57 0.207
H 1.91 1.84 3.85 0.223
H -0.22 -1.00 1.43 0.437
H -2.42 -0.29 3.27 0.240
H -0.57 4.72 -1.62 0.227
H -3.16 -3.42 1.66 0.204
H -2.07 -4.47 2.57 0.214
H -2.73 -1.00 1.66 0.186
H 1.10 -0.82 -3.00 0.248
H 0.33 5.12 -0.14 0.253
H 2.67 2.50 2.39 0.210
H 0.23 4.46 -4.21 0.236
H 2.08 -4.21 0.26 0.211

It is a) that is most stable; the runner-up trails by 0.239 eV.

a) 28
Properties=species:S:1:pos:R:3:nbo_charge:R:1 method="wB97M-V/def2-TZVPD" homo_energy_ev=-8.51 smiles="Cc1ccc(O)cc1.CCC(N)=O" lumo_energy_ev=0.75 spin_multiplicity=1
O -0.12 2.47 -0.09 -0.630
O 0.23 -3.52 -0.41 -0.701
N -1.19 1.64 -1.86 -0.832
C -1.04 -1.57 -0.02 -0.274
C -0.65 -0.15 1.92 -0.044
C 1.56 1.05 -2.81 -0.618
C -0.83 1.09 2.70 -0.632
C 1.14 0.94 -1.33 -0.511
C -1.31 -0.43 0.70 -0.180
C 0.74 -2.12 1.50 -0.287
C 0.06 -2.39 0.35 0.284
C -0.11 1.70 -1.02 0.685
C 0.36 -1.01 2.28 -0.181
H 1.59 -2.70 1.84 0.217
H 1.29 0.20 -3.42 0.205
H -1.72 -1.88 -0.79 0.223
H 1.23 1.96 -3.33 0.213
H -0.64 0.88 3.76 0.207
H -2.05 2.08 -1.62 0.403
H -2.10 0.23 0.37 0.211
H 2.65 1.15 -2.83 0.218
H -1.22 0.97 -2.62 0.389
H -0.17 1.93 2.49 0.246
H 1.92 1.33 -0.69 0.238
H 1.06 -0.13 -1.11 0.240
H 0.75 -0.94 3.29 0.207
H 0.37 -4.33 0.08 0.487
H -1.82 1.57 2.67 0.215

b) 28
Properties=species:S:1:pos:R:3:nbo_charge:R:1 method="wB97M-V/def2-TZVPD" homo_energy_ev=-8.27 lumo_energy_ev=0.33 spin_multiplicity=1
O 4.16 -0.93 0.41 -0.578
O 3.16 1.35 0.36 -0.643
N 0.18 -0.63 -0.69 -0.417
C -2.07 -1.21 0.09 -0.458
C 2.84 -1.04 0.18 0.437
C 0.64 -1.88 -0.16 0.027
C 0.47 1.76 -0.83 -0.448
C 1.94 -2.24 -0.03 -0.326
C 2.17 0.32 0.06 0.171
C -2.18 -0.40 1.40 -0.610
C 1.04 0.51 -0.41 0.088
C -0.44 2.19 0.42 -0.628
C -1.25 -0.55 -1.06 -0.228
H -1.66 -2.23 0.13 0.213
H -3.05 -1.36 -0.02 0.222
H -3.17 0.52 1.41 0.198
H 2.71 2.16 0.30 0.460
H 2.14 -3.51 -0.18 0.265
H -1.18 -0.02 1.91 0.221
H -0.18 -2.51 -0.58 0.200
H -2.65 -0.98 2.18 0.218
H -1.43 -1.40 -1.96 0.205
H -0.28 3.36 0.41 0.225
H -0.18 2.21 -1.91 0.245
H -1.70 0.49 -1.96 0.270
H 0.13 1.72 1.33 0.216
H -1.46 1.79 0.27 0.231
H 1.31 2.53 -1.09 0.224

c) 28
Properties=species:S:1:pos:R:3:nbo_charge:R:1 method="wB97M-V/def2-TZVPD" homo_energy_ev=-8.18 smiles="Cc1ccc(O)cc1.CCC(N)=O" lumo_energy_ev=0.65 spin_multiplicity=1
O -2.36 0.26 -1.39 -0.610
O 2.64 2.26 -0.42 -0.687
N -2.99 -0.78 0.54 -0.834
C 1.69 -1.03 0.99 -0.191
C -3.04 1.61 1.96 -0.620
C -2.71 0.29 -0.24 0.680
C 1.88 0.34 0.97 -0.296
C 1.61 -1.77 -0.19 -0.047
C 2.11 -1.17 -1.34 -0.181
C 2.52 0.16 -1.32 -0.252
C 2.26 0.96 -0.21 0.295
C -2.69 1.67 0.47 -0.494
C 0.87 -3.05 -0.47 -0.624
H 0.05 -3.25 0.24 0.208
H -3.35 2.60 2.29 0.216
H 0.44 -3.05 -1.46 0.223
H 2.24 2.94 0.13 0.485
H -3.88 0.95 2.18 0.194
H 1.50 -3.90 -0.34 0.215
H 2.15 -1.70 -2.28 0.209
H -3.41 -0.78 1.45 0.390
H 1.54 -1.55 1.93 0.206
H -2.92 -1.76 0.31 0.401
H -1.68 1.99 0.26 0.238
H -3.44 2.29 -0.01 0.227
H -2.20 1.36 2.61 0.212
H 1.87 0.84 1.93 0.214
H 2.80 0.64 -2.25 0.221

It is a) that is most stable; the runner-up trails by 0.521 eV.

a) 16
Properties=species:S:1:pos:R:3:nbo_charge:R:1 method="wB97M-V/def2-TZVPD" homo_energy_ev=-9.07 smiles="CN=O.CCN" lumo_energy_ev=0.22 spin_multiplicity=1
O -2.87 -0.68 0.70 -0.273
N -2.42 -0.38 -0.35 0.157
N 1.81 0.74 0.64 -0.834
C 0.56 -1.05 -0.16 -0.650
C 2.03 -0.61 0.11 -0.223
C -2.22 1.07 -0.55 -0.544
H 2.54 -1.16 0.86 0.168
H 2.51 -0.64 -0.88 0.184
H 2.67 0.89 1.19 0.353
H -1.17 1.32 -0.28 0.241
H -2.44 1.44 -1.50 0.216
H 0.29 -0.37 -1.02 0.222
H 0.44 -1.89 -0.85 0.226
H 0.00 -1.05 0.78 0.207
H -2.72 1.72 0.08 0.203
H 0.98 0.64 1.24 0.347

b) 16
Properties=species:S:1:pos:R:3:nbo_charge:R:1 method="wB97M-V/def2-TZVPD" homo_energy_ev=-7.57 lumo_energy_ev=0.77 spin_multiplicity=1
O 1.07 0.83 0.73 -0.696
N -0.78 -0.39 -2.39 -0.643
N 0.18 0.19 -1.48 -0.484
C 0.45 -0.68 0.11 0.186
C -0.59 -1.31 0.67 -0.769
C 0.40 1.36 1.83 -0.253
H -0.33 2.13 1.53 0.139
H 1.41 -1.19 0.04 0.192
H -1.28 -1.12 -1.87 0.377
H -0.16 0.62 2.43 0.173
H 1.15 1.85 2.48 0.176
H -0.45 -2.22 1.23 0.233
H 0.94 0.69 -1.94 0.406
H -0.25 -0.92 -3.08 0.353
H -0.18 1.01 -0.98 0.411
H -1.58 -0.87 0.68 0.200

c) 16
Properties=species:S:1:pos:R:3:nbo_charge:R:1 method="wB97M-V/def2-TZVPD" homo_energy_ev=-8.54 lumo_energy_ev=0.65 spin_multiplicity=1
O 0.15 1.92 -2.77 -0.936
N 1.82 -1.41 -0.38 -0.822
N -0.45 -1.04 0.24 -0.526
C -1.54 0.65 1.58 -0.599
C -0.34 -0.29 1.52 -0.241
C 0.47 -1.18 -0.61 0.293
H 0.59 0.27 1.50 0.171
H 0.44 1.10 -2.34 0.465
H -0.06 1.70 -3.69 0.472
H 2.11 -1.20 0.56 0.381
H -1.62 0.97 2.62 0.197
H -0.45 -1.09 2.25 0.197
H 0.20 -0.99 -1.66 0.141
H 2.42 -1.03 -1.11 0.378
H -2.42 0.10 1.31 0.223
H -1.31 1.52 0.98 0.208

It is c) that is most stable; the runner-up trails by 2.683 eV.